Below is a cluster of 2 separate species, CH6N2Si in total, with properties calculated with wB97M-V/def2-TZVPD.

Last column: natural (NBO) charge in e.
CARTESIAN COORDINATES (ANGSTROEM)
C -0.7441 1.2974 0.2146  -1.1165
N 2.0732 -1.3701 0.4633  -0.2472
N 1.2963 -0.6719 -0.1847  -0.5496
Si -0.3485 -0.4402 -0.4801  1.2846
H -0.0558 2.1739 0.1010  0.2482
H -1.8524 1.4309 0.0666  0.2648
H -0.8598 1.1295 1.2511  0.2524
H 3.0184 -1.2657 0.1937  0.3034
H -2.2163 -1.1147 0.2501  -0.3052
H -0.3110 -1.1691 -1.8755  -0.1349

- charge = 0
- Kohn-Sham gap (eV) = 8.580
- HOMO (eV) = -8.6
- LUMO level (Eh) = -0.00150

Below is a cluster of 2 separate species, CH6N3 in total, with properties calculated with wB97M-V/def2-TZVPD.

Last column: natural (NBO) charge in e.
CARTESIAN COORDINATES (ANGSTROEM)
C 0.5810 1.1978 1.4770  -0.1116
N -0.4728 -0.5560 0.4110  -0.3417
N -0.1136 -0.9574 -1.8845  -0.4609
N 0.0487 -0.6151 -0.6777  0.0903
H 0.3194 2.0737 0.9437  0.2202
H 0.0798 0.9862 2.3663  0.1950
H 1.3952 0.4802 1.3998  0.2343
H -1.4453 -0.5803 0.6664  0.3775
H 0.4939 -0.5546 -2.4898  0.4106
H -0.8864 -1.4744 -2.2122  0.3865

- charge = +1
- Kohn-Sham gap (alpha / beta) (eV) = 8.217 / 8.215
- HOMO (alpha / beta) (eV) = -14.3 / -14.3
- LUMO level (alpha / beta) (Eh) = -0.22381 / -0.22385

Below is a structure of composition CH6N3O, with properties calculated with wB97M-V/def2-TZVPD.

Last column: natural (NBO) charge in e.
CARTESIAN COORDINATES (ANGSTROEM)
C -1.5934 -0.2830 0.2779  -0.4978
N 2.0869 0.7025 -0.1321  -0.6244
N 1.9719 -0.4924 0.4253  -0.5678
N -0.7418 0.8175 0.7923  -0.2025
O -0.1268 1.6070 -0.1763  -0.6218
H -2.5892 -0.0373 -0.0698  0.1588
H -1.3352 -0.6767 -0.7367  0.1708
H -1.5328 -1.0828 0.9552  0.1871
H 2.3523 0.6107 -1.0395  0.2851
H 0.8747 1.3062 -0.1308  0.4209
H 1.5473 -0.2129 1.2605  0.2915

- charge = -1
- Kohn-Sham gap (alpha / beta) (eV) = 5.969 / 7.620
- HOMO (alpha / beta) (eV) = -1.3 / -3.0
- LUMO level (alpha / beta) (Eh) = 0.17007 / 0.16963